# 1
Here is a cluster of 12 separate species, C72H60F12 in total from the Open Molecules 2025 dataset. Energies are from ωB97M-V/def2-TZVPD.

Each line ends with the Löwdin charge.
Cartesian coordinates (Å):
F: 4.29982 5.50544 3.23989  0.121
C: 3.54695 4.81647 2.46103  -0.332
C: 2.59819 3.96701 3.01619  0.005
C: 1.79411 3.13392 2.19331  -0.053
C: 1.79867 3.46305 0.84821  -0.104
C: 2.74269 4.32138 0.27342  -0.095
C: 3.58141 5.03852 1.05847  -0.013
H: 2.48832 4.07087 4.08556  0.108
H: 0.99062 2.44939 2.42184  0.085
H: 1.16702 2.86597 0.20719  0.068
H: 2.80563 4.44161 -0.79803  0.097
H: 4.28770 5.78606 0.72871  0.118
F: 2.23824 1.94393 6.01194  0.084
C: 2.14531 0.89359 6.78216  -0.308
C: 1.99118 1.14894 8.13787  -0.007
C: 1.76676 0.08562 8.99699  -0.103
C: 1.65039 -1.15205 8.47963  -0.110
C: 1.84738 -1.46950 7.09997  -0.061
C: 1.99712 -0.39607 6.22846  -0.020
H: 2.20109 2.15983 8.45479  0.119
H: 1.73808 0.24375 10.06496  0.111
H: 1.36480 -1.93816 9.16290  0.098
H: 1.57824 -2.42075 6.66510  0.097
H: 2.06082 -0.55140 5.16159  0.098
F: 5.05172 -0.03395 -2.37686  0.031
C: 4.88440 -0.03159 -1.01796  -0.244
C: 4.59222 1.18648 -0.48852  -0.037
C: 4.77140 1.29214 0.85846  -0.053
C: 5.00965 0.11130 1.62791  -0.076
C: 5.10738 -1.14529 1.07183  -0.115
C: 5.02378 -1.25658 -0.28134  0.003
H: 4.46881 2.01186 -1.17403  0.110
H: 4.69180 2.25029 1.35039  0.094
H: 5.24570 0.24684 2.67305  0.102
H: 5.46052 -1.93930 1.71312  0.108
H: 5.26458 -2.20094 -0.74673  0.109
F: 2.47593 -2.91304 1.83745  0.018
C: 3.46005 -3.82684 2.24157  -0.252
C: 3.93707 -4.70331 1.27717  -0.010
C: 4.87230 -5.66871 1.67732  -0.066
C: 5.37215 -5.71494 2.98709  -0.083
C: 4.99724 -4.73082 3.89970  -0.071
C: 3.97644 -3.88295 3.51045  -0.045
H: 3.53263 -4.57922 0.28348  0.092
H: 5.11876 -6.56025 1.11981  0.101
H: 6.00026 -6.51154 3.35765  0.102
H: 5.32280 -4.69668 4.92889  0.109
H: 3.55517 -3.28843 4.30762  0.108
F: -6.02475 0.76462 -0.82225  0.161
C: -6.38171 0.00306 0.22329  -0.133
C: -5.40764 -0.26874 1.19396  0.090
C: -5.79803 -1.04497 2.24469  -0.002
C: -7.06308 -1.61154 2.23148  0.047
C: -8.02373 -1.33941 1.25379  0.019
C: -7.69121 -0.52963 0.17925  0.088
H: -4.36857 0.00471 1.08454  0.130
H: -5.06592 -1.41554 2.94691  0.126
H: -7.15409 -2.36815 2.99677  0.143
H: -9.03100 -1.72441 1.31377  0.135
H: -8.36562 -0.39423 -0.65336  0.147
F: -1.69589 4.23348 -4.62591  0.098
C: -0.58425 3.79069 -4.10551  -0.315
C: 0.55645 4.03443 -4.86343  -0.010
C: 1.79533 3.69250 -4.37253  -0.079
C: 1.91088 2.98927 -3.17712  -0.073
C: 0.73639 2.67041 -2.44833  -0.067
C: -0.50386 3.01712 -2.95324  -0.033
H: 0.48958 4.62359 -5.76612  0.120
H: 2.77351 3.97207 -4.73501  0.109
H: 2.89367 2.72177 -2.81800  0.084
H: 0.72792 2.11816 -1.52023  0.068
H: -1.34573 2.68425 -2.36430  0.099
F: -1.31194 2.66956 4.11792  0.050
C: -2.27318 1.78664 4.54214  -0.267
C: -3.60838 2.15263 4.45678  -0.024
C: -4.66054 1.36309 4.89361  -0.061
C: -4.26891 0.06787 5.27647  -0.137
C: -2.97908 -0.36144 5.32454  -0.078
C: -1.98202 0.53150 4.95365  -0.019
H: -3.67076 3.13950 4.02247  0.118
H: -5.65845 1.75787 5.01503  0.107
H: -4.95793 -0.70742 5.57745  0.097
H: -2.71764 -1.40203 5.44785  0.115
H: -0.96189 0.17950 4.91074  0.107
F: -3.49181 1.66511 -0.75789  0.002
C: -3.25304 2.96125 -0.47911  -0.263
C: -3.80940 3.97642 -1.26687  -0.053
C: -3.47155 5.27670 -1.14781  -0.067
C: -2.50627 5.59487 -0.14984  -0.055
C: -2.02046 4.63105 0.73267  -0.081
C: -2.39413 3.31139 0.59312  -0.016
H: -4.45253 3.76183 -2.10755  0.119
H: -3.92330 5.95474 -1.85674  0.113
H: -2.20552 6.62565 -0.03395  0.101
H: -1.44582 4.92934 1.59709  0.111
H: -1.87476 2.65843 1.27890  0.089
F: -1.31206 -2.26774 -4.10977  0.101
C: -1.68430 -3.00307 -5.10551  -0.335
C: -2.66811 -2.66608 -5.98690  -0.011
C: -3.02947 -3.56891 -7.01358  -0.044
C: -2.46530 -4.88934 -7.03825  -0.099
C: -1.45529 -5.22903 -6.18437  -0.088
C: -1.11737 -4.27670 -5.22345  -0.011
H: -3.14897 -1.70616 -5.86975  0.091
H: -3.74161 -3.26100 -7.76488  0.097
H: -2.87242 -5.55207 -7.78754  0.096
H: -1.02152 -6.21338 -6.28070  0.108
H: -0.34555 -4.55055 -4.51938  0.103
F: 0.47277 -0.29533 3.01544  0.036
C: 0.19794 -0.29591 1.67492  -0.237
C: -1.07616 -0.06904 1.14233  -0.023
C: -1.29408 -0.06685 -0.24658  -0.089
C: -0.24768 -0.41903 -1.07577  -0.082
C: 1.05650 -0.58595 -0.57632  -0.051
C: 1.24968 -0.47556 0.77636  -0.020
H: -1.90198 0.23402 1.76888  0.087
H: -2.26667 -0.01595 -0.71336  0.074
H: -0.33508 -0.58917 -2.13870  0.093
H: 1.86958 -0.86567 -1.22983  0.103
H: 2.26699 -0.58819 1.12099  0.096
F: -5.85803 0.69949 -6.74045  0.049
C: -4.78723 0.82024 -5.90604  -0.266
C: -3.61221 1.37815 -6.50738  0.026
C: -2.36913 1.33473 -5.81468  -0.071
C: -2.29938 0.93080 -4.51743  -0.129
C: -3.43279 0.44574 -3.89558  -0.069
C: -4.67807 0.36367 -4.61802  -0.026
H: -3.63845 1.86975 -7.46865  0.111
H: -1.45789 1.76062 -6.20794  0.109
H: -1.37833 1.01172 -3.95929  0.087
H: -3.29434 0.10699 -2.87948  0.082
H: -5.50474 -0.11994 -4.11888  0.101
F: 1.49909 -2.45321 -3.38472  0.046
C: 2.70316 -3.06689 -3.33980  -0.284
C: 2.82474 -4.25450 -2.61824  -0.016
C: 4.08288 -4.86139 -2.44352  -0.104
C: 5.15575 -4.34742 -3.13807  -0.092
C: 4.99556 -3.21539 -3.98782  -0.056
C: 3.76534 -2.57736 -4.04745  -0.031
H: 1.96714 -4.78370 -2.22980  0.112
H: 4.16591 -5.78618 -1.89191  0.102
H: 6.16762 -4.57834 -2.83944  0.101
H: 5.85240 -2.76164 -4.46356  0.107
H: 3.64852 -1.66883 -4.61956  0.121

Properties
Energy above the lowest of the compared OMol25 structures with the same formula, charge and spin = 0.000 eV
Expectation value of S² = 0.7667
Spin multiplicity = 2
Kohn-Sham gap (spin up / spin down) = 6.165 / 1.973 eV
Net charge = +1

# 2
Here is a structure of composition CH2FLiOSm from the Open Molecules 2025 dataset. Energies are from ωB97M-V/def2-TZVPD.

Each line ends with the Löwdin charge.
Cartesian coordinates (Å):
C: -0.08365 -1.47982 0.08786  -0.048
O: 0.29990 0.55834 0.56621  -0.634
Sm: -1.27204 0.74739 -0.87412  1.807
Li: 2.01771 0.21678 -0.19279  0.833
F: 1.37533 -1.58830 -0.11427  -0.182
H: -0.38137 -2.35482 -0.51041  0.122
H: -0.37695 -1.79528 1.09880  0.103

Properties
Energy above the lowest of the compared OMol25 structures with the same formula, charge and spin = 3.230 eV
Expectation value of S² = 12.0167
Spin multiplicity = 7
Kohn-Sham gap (spin up / spin down) = 6.859 / 9.095 eV
Net charge = +2

# 3
Here is a structure of composition C6H13O3Sc from the Open Molecules 2025 dataset. Energies are from ωB97M-V/def2-TZVPD.

Each line ends with the Löwdin charge.
Cartesian coordinates (Å):
C: -2.04962 -0.63706 2.62771  0.030
O: -2.44071 0.40272 1.88524  0.021
C: -1.45155 1.33230 1.42828  -0.050
C: -1.07268 1.02706 -0.00091  -0.050
O: -0.53311 -0.30329 -0.08492  -0.214
Sc: -1.33488 -1.95146 0.82520  1.803
H: -1.11877 -0.52728 3.20121  0.158
H: -2.88772 -1.20504 3.04142  0.159
H: -0.57575 1.30285 2.08978  0.172
H: -1.91072 2.32599 1.46983  0.194
H: -0.30287 1.74161 -0.31263  0.178
H: -1.94535 1.07297 -0.66462  0.178
C: 0.53901 -0.50785 -1.02015  -0.410
C: 1.32831 -1.73865 -0.70117  0.034
O: 1.49010 0.53980 -0.92603  -0.131
C: 2.25547 0.85782 -2.07516  -0.009
H: 0.09568 -0.59222 -2.02609  0.194
H: 1.61859 -1.48003 0.37583  0.145
H: 0.68235 -2.62922 -0.78095  0.088
H: 1.78560 1.73160 -2.53724  0.115
H: 3.29437 1.09610 -1.80140  0.130
H: 2.25290 0.02274 -2.79304  0.115
H: 2.28135 -1.88147 -1.22017  0.148

Properties
Energy above the lowest of the compared OMol25 structures with the same formula, charge and spin = 0.000 eV
Expectation value of S² = 0.7595
Spin multiplicity = 2
Kohn-Sham gap (spin up / spin down) = 4.805 / 4.343 eV
Net charge = +3

# 4
Here is a structure of composition C30H33AsBaBrClN4O2 from the Open Molecules 2025 dataset. Energies are from ωB97M-V/def2-TZVPD.

Each line ends with the Löwdin charge.
Cartesian coordinates (Å):
Ba: -0.74042 -0.46651 -0.39882  1.216
O: 5.75548 0.64479 3.62998  0.102
N: 5.15188 -0.43421 3.67848  -0.351
O: 5.59558 -1.49731 4.12968  0.107
C: 3.78498 -0.44951 3.18698  -0.106
C: 2.80958 -0.44661 4.17048  0.054
C: 1.46888 -0.45231 3.82948  -0.176
C: 0.58058 -0.44821 4.92488  0.014
C: -0.78932 -0.45261 4.75398  -0.036
C: -1.24202 -0.46211 3.47058  -0.130
N: -0.41092 -0.46651 2.41108  -0.052
C: 1.02578 -0.46041 2.47908  -0.067
C: 2.16198 -0.46301 1.36368  -0.066
N: 2.07628 -0.46651 -0.06932  -0.043
C: 3.11568 -0.48101 -0.92192  -0.124
C: 4.40318 -0.49391 -0.49232  -0.031
C: 4.59428 -0.48481 0.87558  0.040
C: 3.51358 -0.46341 1.80978  -0.099
H: 3.11688 -0.44011 5.21748  0.145
H: 0.95638 -0.44141 5.94818  0.128
H: -1.47102 -0.44921 5.59528  0.120
H: -2.30102 -0.46701 3.23338  0.124
H: 2.85798 -0.48341 -1.97602  0.128
H: 5.23438 -0.50781 -1.18662  0.123
H: 5.63308 -0.49351 1.20718  0.128
C: -2.80062 4.89929 -0.89682  -0.196
C: -1.29352 4.73609 -1.02492  -0.471
As: -0.74042 2.93869 -0.39882  1.120
C: 1.23818 3.07299 -0.66052  -0.455
C: 1.90588 4.40509 -0.33892  -0.181
C: -1.05592 3.10219 1.57048  -0.450
C: -0.65982 4.40779 2.24728  -0.179
H: -3.10142 5.89859 -1.27632  0.076
H: -3.11172 4.81169 0.16468  0.063
H: -3.31852 4.11889 -1.49392  0.077
H: -0.78152 5.53239 -0.45002  0.057
H: -1.01072 4.83519 -2.09402  0.078
H: 1.40748 2.88599 -1.74312  0.069
H: 1.72888 2.25329 -0.09482  0.036
H: 1.45848 5.22679 -0.93042  0.065
H: 2.97968 4.33859 -0.61082  0.073
H: 1.86408 4.64059 0.73228  0.049
H: -0.55212 2.25249 2.07778  0.035
H: -2.15122 2.98059 1.71408  0.068
H: 0.42898 4.55829 2.24038  0.050
H: -0.96612 4.36419 3.31458  0.074
H: -1.17472 5.27209 1.78358  0.065
Br: -0.62522 -6.21301 -3.34382  0.771
C: -0.69082 -5.35651 -1.66612  -0.654
C: -0.73682 -6.10031 -0.49222  -0.102
C: -0.78462 -5.43381 0.73018  -0.056
C: -0.78442 -4.04681 0.72598  -0.151
N: -0.74042 -3.29911 -0.39882  -0.069
C: -0.69452 -3.97311 -1.57342  -0.154
H: -0.73572 -7.18601 -0.51812  0.107
H: -0.82112 -5.98281 1.66468  0.107
H: -0.82072 -3.48411 1.65488  0.096
H: -0.65982 -3.34431 -2.45822  0.070
Cl: -0.11532 -2.98151 -5.20672  0.610
C: -1.70482 -2.45181 -4.66452  -0.631
C: -2.81902 -3.19701 -5.07242  -0.142
C: -4.10412 -2.82401 -4.67292  -0.122
C: -4.28562 -1.70301 -3.86202  -0.096
C: -3.18242 -0.95191 -3.44892  -0.112
C: -1.88472 -1.31431 -3.84352  -0.401
C: -0.74042 -0.46651 -3.36412  -0.329
H: -2.68952 -4.06881 -5.70132  0.088
H: -4.95992 -3.40491 -4.99202  0.087
H: -5.28212 -1.41531 -3.55262  0.095
H: -3.33982 -0.08471 -2.81892  0.046
H: -0.87052 0.57599 -3.72382  0.003
H: 0.24858 -0.83111 -3.70412  -0.049
H: -3.35102 -0.46651 -0.39882  -0.282

Properties
Kohn-Sham gap = 3.691 eV

| no. | largest force on an atom (eV/Å) | E (eV) |
| --- | --- | --- |
| 1 | 4.21 | -108234.196 |
| 2 | 4.23 | -23923.029 |
| 3 | 5.46 | -33238.512 |
| 4 | 3.65 | -185790.990 |